Computed, not measured: C8H14N4O2S in the gas phase, with ωB97M-V with the def2-TZVPD basis set.

CARTESIAN COORDINATES (ANGSTROEM)
C  3.4489  1.3153  -0.6747
C  2.5028  0.2928  0.0797
N  1.5330  1.0791  0.7827
N  3.3166  -0.4952  1.0874
N  1.8398  -0.7532  -0.8023
S  0.7671  -1.9158  -0.0714
O  1.2187  -2.1030  1.2875
O  0.9193  -2.9590  -1.0407
C  -0.9719  -1.3692  -0.0933
C  -1.7260  -1.2521  -1.2965
C  -3.0399  -1.0234  -1.2658
C  -3.6903  -0.7520  -0.0266
N  -4.8982  -0.2308  0.0505
C  -2.9480  -0.9224  1.2209
C  -1.5575  -1.1997  1.1237
H  4.0131  0.7985  -1.4142
H  4.1764  1.7386  0.1254
H  2.8062  2.0484  -1.1045
H  0.7216  0.6286  1.1790
H  1.9653  1.4141  1.6153
H  2.6489  -1.0522  1.7138
H  3.7201  -1.2612  0.5107
H  1.6663  -0.4114  -1.7652
H  -1.1610  -1.2839  -2.2473
H  -3.7983  -0.9495  -2.0935
H  -5.3305  -0.0947  -0.8240
H  -5.2946  -0.0549  0.9564
H  -3.3494  -0.5307  2.1273
H  -1.1569  -1.7699  1.8643

Forces on atoms 1 to 6 (eV/Å):
C 0.00 -1.25 2.44
C 0.47 -1.57 1.17
N -0.87 0.87 0.14
N -0.56 -0.81 -0.43
N -0.17 1.40 0.87
S 1.13 0.94 -2.30

Values from the calculation:
E_HOMO, eV: -8.4
HOMO-LUMO gap, eV: 9.025
SMILES string: CC(N)(N)NS(=O)(=O)c1ccc(N)cc1
LUMO, eV: 0.59
Relative energy (zero: lowest compared OMol25 entry of this formula, charge and spin), kJ/mol: 71.7
F_max, eV/Å: 4.8

---

Computed, not measured: C8H14N4S in the gas phase, with ωB97M-V with the def2-TZVPD basis set.

CARTESIAN COORDINATES (ANGSTROEM)
N  -4.7154  -0.1636  0.6622
C  -3.4479  0.1601  0.2245
N  -2.9655  1.3692  0.2286
N  -1.6714  1.4621  -0.2191
C  -1.1673  0.3294  -0.6114
N  0.0868  0.1435  -1.0984
C  0.6980  -1.1624  -1.1923
C  1.0977  -1.7622  0.1347
C  1.6355  -0.8181  1.2355
C  2.4948  0.3597  0.7578
C  1.6413  1.5386  0.2924
C  0.9865  1.3050  -1.0889
S  -2.3101  -1.0188  -0.4261
H  -5.3759  0.6210  0.7962
H  -5.1143  -0.9938  0.1000
H  1.5838  -1.0016  -1.8237
H  0.0144  -1.8712  -1.7150
H  1.8391  -2.5840  -0.0521
H  0.2306  -2.2798  0.5230
H  2.2315  -1.4772  1.8985
H  0.7643  -0.4327  1.8035
H  3.2279  0.0357  -0.0267
H  3.0652  0.7519  1.6100
H  2.1842  2.5290  0.2100
H  0.8309  1.6983  1.0417
H  1.7620  1.0904  -1.8389
H  0.3934  2.1713  -1.4260

Forces on atoms 1 to 6 (eV/Å):
N -1.23 -2.02 -1.16
C 0.85 1.49 -0.48
N -0.54 -0.84 0.10
N 0.44 -0.33 -0.10
C -0.82 -0.08 0.48
N -0.07 0.54 -0.21

Values from the calculation:
E_HOMO, eV: -7.7
HOMO-LUMO gap, eV: 8.196
SMILES string: Nc1nnc(N2CCCCCC2)s1
LUMO, eV: 0.54
Relative energy (zero: lowest compared OMol25 entry of this formula, charge and spin), kJ/mol: 0.0
F_max, eV/Å: 2.6

---

Computed, not measured: a gas-phase ion, C8H14NO (charge +1), with ωB97M-V with the def2-TZVPD basis set.

CARTESIAN COORDINATES (ANGSTROEM)
C  -0.6256  2.4096  -0.3808
N  -1.1102  1.0962  -0.4857
O  -2.3628  1.0539  -1.0919
C  -2.7298  -0.1907  -1.0468
C  -1.7352  -1.0965  -0.7400
C  -0.6652  -0.1248  -0.2449
C  0.6792  -0.4881  0.3534
C  0.5030  -1.0127  1.8026
C  1.7370  0.6669  0.3095
C  1.3101  -1.5838  -0.5780
H  0.3447  2.5171  -0.9954
H  -1.4165  3.1106  -0.8447
H  -0.6626  2.7192  0.7617
H  -3.7043  -0.4196  -1.4038
H  -1.8227  -2.2046  -0.4373
H  1.2730  -1.8802  1.9203
H  0.7955  -0.2124  2.3501
H  -0.5078  -1.5006  2.0985
H  2.0829  0.8504  -0.6368
H  1.4786  1.5824  0.8378
H  2.6575  0.2598  0.8634
H  2.4114  -1.6698  -0.1521
H  0.8808  -2.5626  -0.5837
H  1.1891  -1.3198  -1.6752

Forces on atoms 1 to 6 (eV/Å):
C 0.21 3.48 0.69
N -0.78 -1.99 -0.92
O 0.59 0.90 1.09
C 0.57 -3.32 -1.00
C 0.71 1.85 2.70
C -1.22 -1.52 -0.93

Values from the calculation:
E_HOMO, eV: -14.8
HOMO-LUMO gap, eV: 11.025
SMILES string: C[n+]1occc1C(C)(C)C
LUMO, eV: -3.82
Relative energy (zero: lowest compared OMol25 entry of this formula, charge and spin), kJ/mol: 334.7
Net charge: +1
F_max, eV/Å: 4.7